No. 1
A structure of composition C20H35Cl2MgN4O3S in a non-equilibrium geometry. Source: the Open Molecules 2025 dataset; level of theory: ωB97M-V/def2-TZVPD.

Summary:
2S+1: 1
E_LUMO: 2.33 eV
HOMO level: -4.4 eV
HOMO-LUMO gap: 6.72 eV
relative energy (zero: lowest compared OMol25 entry of this formula, charge and spin): 0.00 kcal per mole
charge: -1
E: -74742.9040 eV

Geometry as XYZ:
```
66
Properties=species:S:1:pos:R:3:mulliken_charge:R:1
H 4.356 -3.381 -2.354 0.30
H 1.926 -4.969 -0.964 0.31
C 1.396 5.705 -2.161 -0.39
H -3.021 1.526 -3.932 0.28
H -5.336 -2.394 1.707 0.33
N -0.562 0.744 3.859 0.14
H -3.138 -3.342 3.796 0.32
H -0.373 -1.129 -3.602 0.14
C 0.306 -0.381 -4.044 -1.57
H 0.789 -3.901 -1.858 0.27
C -2.903 -3.300 2.726 -0.99
H -0.971 2.715 -3.097 0.41
C -2.479 -1.230 1.503 0.25
H 2.664 -1.167 -0.327 0.12
H -0.041 -1.297 5.349 0.30
C 0.742 0.519 3.603 0.51
H 4.409 -3.864 -0.649 0.32
H -1.082 1.124 3.048 0.03
H -1.721 1.909 5.175 0.34
H -2.123 2.139 -5.325 0.34
C 0.969 3.585 -1.058 0.12
H 1.343 -0.723 -3.930 0.35
H 2.107 5.559 -4.210 0.34
H -1.833 -3.439 2.563 0.25
H 1.270 -0.927 6.501 0.28
H -3.471 -4.101 2.235 0.33
C 0.998 4.982 -1.032 -0.71
N -3.311 -2.004 2.198 0.30
C 1.032 -1.128 5.447 -0.98
H 1.405 6.793 -2.152 0.35
H -0.290 1.122 5.929 0.37
H -5.061 -1.747 3.341 0.30
H 2.156 1.048 -2.848 0.11
C 0.121 0.940 -3.368 0.25
C 1.330 2.910 -2.226 -0.49
H -2.949 -0.333 1.079 0.28
C -2.077 1.434 -4.484 -1.46
Cl -1.567 1.730 0.803 -0.75
Cl -2.184 -1.032 -1.806 -0.74
N 2.592 -2.988 -1.295 0.27
H 2.280 -4.537 -2.644 0.34
C 1.225 1.367 -2.337 0.33
O 0.747 -1.890 -0.526 -0.90
O 1.061 0.800 -1.136 -0.59
H 4.480 -2.128 -1.079 0.30
O -1.263 -1.436 1.301 -0.76
H 2.078 3.054 -4.226 0.32
C 1.839 -4.167 -1.712 -1.00
H 0.074 -0.302 -5.117 0.52
H -1.731 0.160 5.518 0.30
Mg -0.476 -0.237 -0.312 1.47
C 1.981 -1.962 -0.684 0.36
H -2.013 0.413 -4.878 0.35
C -1.101 1.002 5.196 -1.12
C -0.921 1.749 -3.596 0.32
H 0.699 5.494 -0.121 0.40
H -4.888 -0.676 1.917 0.28
H 1.579 -2.030 5.157 0.33
H 0.640 3.016 -0.182 0.21
C -4.732 -1.690 2.297 -0.93
C 1.774 3.627 -3.343 -0.09
C 1.788 5.019 -3.318 -0.65
H 2.463 -0.114 4.307 0.29
C 4.042 -3.095 -1.343 -0.91
S 1.464 0.868 2.108 -0.37
N 1.494 -0.012 4.611 -0.35
```


No. 2
A structure of composition C14H23BN6OPt in a non-equilibrium geometry. Source: the Open Molecules 2025 dataset; level of theory: ωB97M-V/def2-TZVPD.

Summary:
2S+1: 3
E_LUMO (alpha / beta): -9.91 / -10.14 eV
HOMO level (alpha / beta): -15.0 / -15.0 eV
<S²>: 2.009
HOMO-LUMO gap (alpha / beta): 5.06 / 4.83 eV
relative energy (zero: lowest compared OMol25 entry of this formula, charge and spin): 0.00 kcal per mole
charge: +2
E: -29782.8769 eV

Geometry as XYZ:
```
46
Properties=species:S:1:pos:R:3:mulliken_charge:R:1
H 0.896 -3.657 4.236 0.36
C 0.855 -2.760 4.865 -1.59
C 2.244 1.611 0.495 -0.83
C 1.266 -1.524 4.072 1.42
C 2.666 -1.701 3.510 -1.54
C 1.341 1.142 -5.128 -1.06
H -0.495 -1.246 3.236 0.31
C -0.790 -1.803 -0.724 -0.04
H -1.154 3.127 0.414 0.47
H -2.033 -3.605 -0.966 0.43
N -1.269 1.915 -1.301 -0.70
H 3.394 -1.855 4.316 0.41
H 2.971 -0.814 2.942 0.25
N 0.564 0.971 -3.060 -0.19
C 1.201 -0.291 4.969 -1.47
C -1.748 2.840 -0.440 0.17
H 2.637 1.266 -3.274 0.44
N -0.751 -0.659 -1.442 -0.49
Pt 0.481 0.925 -1.161 1.51
H -0.749 0.875 -5.991 0.49
N -1.692 -0.708 -2.429 0.20
N -2.182 1.691 -2.289 0.17
H -3.089 -2.134 -3.073 0.50
H 2.632 0.637 0.775 0.36
H 1.632 2.125 1.230 0.34
C -1.760 -2.615 -1.294 -1.08
N -0.503 0.853 -3.909 -0.01
H -4.086 2.447 -2.733 0.50
H 1.882 -0.400 5.824 0.38
C -2.312 -1.905 -2.356 -0.02
C -0.045 0.952 -5.171 -0.03
H 2.704 -2.569 2.842 0.38
C -3.005 3.215 -0.895 -1.07
C 1.696 1.155 -3.791 0.12
H 1.498 0.608 4.413 0.31
H -0.162 -2.657 5.267 0.42
H -2.784 0.427 -4.157 0.01
O 0.415 -1.353 2.913 -0.41
H -3.660 3.927 -0.428 0.43
B -1.919 0.554 -3.336 0.00
H 0.188 -0.141 5.364 0.41
C -3.249 2.482 -2.054 -0.07
H -0.131 -1.913 0.127 0.55
H 2.008 1.252 -5.970 0.43
H 1.535 -2.910 5.713 0.39
H 2.859 2.226 -0.153 0.43
```


No. 3
A structure of composition C4H7N3O in a non-equilibrium geometry. Source: the Open Molecules 2025 dataset; level of theory: ωB97M-V/def2-TZVPD.

Summary:
2S+1: 1
E_LUMO: -0.54 eV
HOMO level: -8.8 eV
HOMO-LUMO gap: 8.28 eV
relative energy (zero: lowest compared OMol25 entry of this formula, charge and spin): 157.45 kcal per mole
charge: 0
E: -10772.9198 eV

Geometry as XYZ:
```
15
Properties=species:S:1:pos:R:3:mulliken_charge:R:1
O 1.041 2.365 0.358 -0.68
C 1.061 -1.262 0.719 -0.04
H -0.779 1.867 1.381 0.21
N -1.861 -0.609 -1.279 -0.60
C 0.061 0.430 -0.236 0.09
H 1.826 -2.249 1.077 0.25
H -0.802 2.585 -0.427 0.26
H 1.726 1.261 0.409 0.51
C -0.276 1.905 0.288 -0.27
H 0.614 0.607 -1.276 0.24
H -0.145 -3.021 0.042 0.36
N -0.231 -1.653 0.466 -0.36
N 1.266 -0.060 0.497 -0.39
H -2.549 -1.481 -1.668 0.26
C -0.951 -0.685 -0.350 0.14
```


No. 4
A cluster of 3 separate species, C4H13O3 in total in a non-equilibrium geometry. Source: the Open Molecules 2025 dataset; level of theory: ωB97M-V/def2-TZVPD.

Summary:
2S+1: 2
E_LUMO (alpha / beta): 0.71 / -3.34 eV
HOMO level (alpha / beta): -10.9 / -10.8 eV
<S²>: 0.757
HOMO-LUMO gap (alpha / beta): 11.60 / 7.46 eV
charge: 0
E: -10497.4133 eV

Geometry as XYZ:
```
20
Properties=species:S:1:pos:R:3:mulliken_charge:R:1
O 1.424 0.229 0.271 -0.53
H 1.894 -1.341 0.833 0.42
H 0.362 0.471 -2.519 0.30
H -1.403 -0.928 1.375 0.32
H -3.016 0.387 0.045 0.36
C 0.328 0.401 1.034 -0.54
H 0.070 1.477 1.110 0.39
H -0.721 -1.143 -0.171 0.49
H 0.977 -2.500 1.389 0.30
H 0.641 -0.016 2.039 0.40
O 1.916 -2.207 1.426 -0.68
H -2.599 2.053 -1.552 0.36
C -1.049 -0.392 0.515 -0.53
H -1.284 0.906 -1.907 0.10
O 0.904 -0.244 -2.197 -0.65
H -2.064 1.431 1.045 0.46
H -1.090 2.417 -0.782 0.33
H 1.206 0.042 -1.112 0.38
C -2.022 0.841 0.194 -0.79
C -1.698 1.571 -1.081 -0.88
```


No. 5
A structure of composition C30H36Br2CrN8O5S2. Source: the Open Molecules 2025 dataset; level of theory: ωB97M-V/def2-TZVPD.

Summary:
2S+1: 2
E_LUMO (alpha / beta): -3.45 / -3.56 eV
HOMO level (alpha / beta): -10.1 / -10.1 eV
<S²>: 0.759
HOMO-LUMO gap (alpha / beta): 6.68 / 6.57 eV
relative energy (zero: lowest compared OMol25 entry of this formula, charge and spin): 1.39 kcal per mole
charge: +1
E: -244029.0004 eV

Geometry as XYZ:
```
84
Properties=species:S:1:pos:R:3:mulliken_charge:R:1
H -3.332 -2.623 5.940 0.22
C 1.707 1.834 2.587 -1.24
H -0.624 1.210 -4.573 0.26
H -3.305 5.434 -1.643 0.44
Cr 0.783 -1.414 0.525 -0.44
Br 5.062 0.785 -4.144 -0.13
C 2.471 0.192 -3.154 -0.87
C 0.618 -4.035 -0.831 0.46
C 4.085 -1.318 3.430 -0.85
C -0.787 5.629 -1.721 -0.96
O -0.918 -1.246 -0.552 0.10
H -1.173 -5.203 -0.948 0.55
C -1.841 -3.594 4.089 0.75
S -2.574 -6.002 5.134 -0.30
H 5.733 -0.210 0.705 0.57
H -1.427 -3.549 -0.375 0.09
H -3.348 -2.102 3.684 0.52
C 3.811 0.274 -2.841 -0.52
H -1.596 0.887 -3.113 0.07
Br 6.849 -0.671 3.380 -0.10
N -3.416 -3.624 5.892 -0.35
C -2.236 3.564 -5.019 -1.21
H 1.092 -3.643 2.417 0.79
H -1.974 4.615 -4.946 0.40
N 2.000 -0.484 -0.919 0.89
O -2.542 4.119 0.740 -0.67
C -1.570 1.417 -4.060 -0.87
H -0.112 -2.791 -2.421 0.10
C 4.917 -0.570 1.313 -0.58
S 0.097 2.757 -1.928 -0.15
C -1.141 3.479 -2.824 0.15
C 2.849 -1.446 2.832 -0.96
H -3.585 4.200 -2.863 0.38
C 3.303 -0.396 -0.615 0.56
H -1.752 3.152 -5.906 0.43
C -0.762 -4.412 -0.321 -1.18
C -2.352 -2.463 3.466 -1.28
N -1.759 2.839 -3.846 0.16
H -0.148 -4.909 4.161 0.45
H 1.690 1.218 3.487 0.23
H -0.958 5.434 -0.662 0.26
N -0.378 -2.225 2.143 1.04
C 0.477 1.620 1.778 0.02
C -2.547 2.970 0.361 0.48
H -1.989 -0.944 2.003 0.45
C -2.992 5.079 -2.626 -1.28
O -2.712 0.013 -1.003 -0.90
N -1.571 4.733 -2.558 0.11
H -3.226 1.513 -0.712 0.42
C -1.082 0.795 0.516 -1.19
N 0.134 0.526 1.109 1.29
C -2.635 -4.364 5.091 -0.10
C 4.243 -0.017 -1.553 -0.84
H 0.271 5.516 -1.944 0.37
C -1.483 2.051 0.847 0.45
H 0.533 -0.270 -2.334 0.48
N -0.490 2.542 1.647 0.00
O -3.415 2.482 -0.490 -0.57
H 5.294 0.046 -1.314 0.50
C 5.136 -0.873 2.644 -0.50
H -1.094 6.649 -1.948 0.38
O 1.227 -2.972 -0.088 -0.33
C 1.596 -0.191 -2.154 -0.69
C 0.577 -3.627 -2.298 -1.28
H -3.317 3.473 -5.142 0.32
H 1.995 -1.780 3.406 0.81
H -3.975 -4.093 6.586 0.22
H -0.730 -4.788 0.701 0.28
H -0.482 3.498 1.974 0.35
C 3.643 -0.729 0.790 0.51
H -3.183 5.860 -3.365 0.38
N 2.621 -1.168 1.546 1.08
H 2.103 0.433 -4.140 0.54
C -0.571 -4.020 3.715 -1.05
H 1.295 -4.886 -0.718 0.47
H 1.571 -3.338 -2.643 0.24
H -2.391 1.055 -4.678 0.49
H 1.788 2.877 2.887 0.47
H 0.232 -4.461 -2.908 0.56
H 2.592 1.572 2.009 0.16
H 4.225 -1.559 4.474 0.51
C -1.596 -1.816 2.504 -0.20
C 0.116 -3.316 2.751 -0.76
C -1.643 -0.204 -0.426 1.11
```